Below is a molecular structure, C37H40Cl2N8O2PdS2Si at a distorted geometry, with properties calculated with wB97M-V/def2-TZVPD.

XYZ file:
```
93
Properties=species:S:1:pos:R:3:forces:R:3
Pd 0.23855 -0.34777 0.02746 -2.67 0.15 -1.24
C -2.12902 2.74836 -4.09845 0.09 -0.26 0.06
Si -1.75465 4.09283 -2.86630 -0.02 0.19 0.05
C -3.35418 4.91285 -2.35681 -0.17 0.10 0.03
C -0.62095 5.35306 -3.64629 0.10 0.13 -0.10
C -0.90278 3.53430 -1.27556 0.02 -0.15 -0.06
C -0.56459 4.51302 -0.33985 -0.03 -0.02 -0.08
C 0.08613 4.19880 0.84921 -0.02 0.03 0.02
C 0.40625 2.87471 1.07874 -0.01 0.09 -0.07
N 0.08339 1.93145 0.20017 0.72 0.08 0.71
C -0.54286 2.22656 -0.91845 -0.25 0.35 -0.36
S -0.84077 0.72665 -1.79786 0.50 -0.46 1.10
H -2.59558 3.19790 -4.98066 0.03 -0.02 0.06
H -2.81489 2.00188 -3.68830 0.02 0.05 -0.07
H -1.22186 2.22674 -4.41680 -0.08 0.04 -0.02
H -3.86552 5.33747 -3.22831 0.04 -0.04 0.10
H -3.18069 5.72474 -1.64227 -0.03 -0.08 -0.07
H -4.03116 4.19094 -1.88810 0.05 0.07 -0.03
H -1.06066 5.76087 -4.56334 0.05 -0.03 0.10
H 0.34137 4.89929 -3.90411 -0.08 0.05 0.01
H -0.42428 6.18976 -2.96776 -0.01 -0.07 -0.08
H -0.81173 5.55339 -0.54228 0.02 -0.09 0.02
H 0.34091 4.96350 1.57209 0.00 -0.05 -0.05
H 0.92790 2.54672 1.96935 -0.01 -0.01 -0.01
C -4.35078 -3.32024 3.12161 -0.06 0.01 0.03
C -4.99418 -1.93812 3.02467 0.23 0.01 -0.10
C -5.15520 -1.51448 1.56639 -0.07 0.02 0.01
C -4.21108 -0.88995 3.82751 -0.02 -0.20 -0.11
N -2.85960 -0.67454 3.31600 -0.25 -0.11 0.37
C -2.42181 0.17231 2.38423 -0.06 0.08 -0.22
N -1.14750 -0.03635 2.19078 0.38 -0.30 0.61
N -0.80003 -1.03303 3.05048 -0.47 0.12 0.08
N -1.82273 -1.42083 3.73145 0.17 0.28 -0.44
H -4.95933 -4.05763 2.59390 0.03 0.03 0.03
H -4.24953 -3.64172 4.16086 0.02 0.00 -0.06
H -3.35594 -3.32167 2.67000 -0.04 -0.01 0.02
H -5.98234 -1.97689 3.49172 -0.02 0.01 0.01
H -4.19051 -1.50903 1.04983 -0.04 0.00 0.02
H -5.60136 -0.51816 1.48253 0.03 -0.06 -0.02
H -5.80346 -2.21639 1.03875 0.03 0.04 0.01
H -4.10865 -1.20697 4.86228 0.05 0.03 0.06
H -4.72952 0.06695 3.80346 0.04 0.08 0.01
H -3.03175 0.90445 1.87649 0.04 -0.11 0.04
Cl 6.28898 -2.74175 -0.58798 -0.08 -0.03 -0.09
C 5.76516 -4.08925 0.36486 0.02 0.02 0.05
C 6.70684 -4.71349 1.16588 0.07 -0.04 0.03
C 6.32192 -5.72881 2.02650 0.05 0.04 0.01
C 4.99025 -6.09870 2.09747 -0.06 -0.04 0.03
C 4.06874 -5.48482 1.26699 0.08 -0.04 -0.01
Cl 2.41065 -6.01394 1.34773 0.22 -0.07 0.07
C 4.41976 -4.48667 0.34899 -0.19 -0.14 -0.35
N 3.46025 -3.96443 -0.52563 0.46 -0.25 -0.25
C 3.67422 -3.81530 -1.90292 0.04 -0.20 0.25
C 4.42060 -4.79090 -2.57762 0.08 0.02 0.05
C 4.67421 -4.70573 -3.93236 0.00 0.09 0.02
C 4.14619 -3.64688 -4.66331 0.01 -0.13 0.03
C 3.37384 -2.70669 -4.00567 -0.03 0.07 0.04
C 3.12407 -2.75273 -2.63056 -0.06 0.15 -0.06
C 2.22327 -1.64176 -2.09987 0.20 -0.28 0.17
C 2.24187 -1.18670 -0.63316 1.03 0.09 0.18
O 1.92327 -2.02151 0.29827 -0.12 0.76 -0.06
O 2.51975 0.01964 -0.40149 0.12 -0.43 -0.33
H 7.73807 -4.38542 1.11734 -0.08 0.00 0.01
H 7.05646 -6.22138 2.65236 -0.05 0.05 -0.04
H 4.66500 -6.87929 2.77223 -0.02 0.04 -0.02
H 2.73256 -3.38452 -0.11284 -0.14 0.12 0.15
H 4.80535 -5.62910 -2.00666 0.02 0.05 -0.01
H 5.28591 -5.46159 -4.41201 -0.08 0.02 0.00
H 4.32493 -3.56386 -5.72837 0.00 0.02 0.05
H 2.95008 -1.88192 -4.57325 0.04 -0.05 0.06
H 1.19206 -1.93744 -2.29894 -0.16 -0.05 -0.02
H 2.41333 -0.74955 -2.68506 0.00 0.11 -0.10
S -0.22382 -6.21979 -2.12350 0.04 -0.01 -0.02
C -0.56524 -4.64516 -1.35071 -0.14 -0.17 -0.01
C -1.16577 -3.62977 -2.08637 -0.02 0.03 -0.05
C -1.42881 -2.42522 -1.46277 -0.08 -0.10 0.09
N -1.11653 -2.17190 -0.17992 0.80 0.00 -0.39
C -0.54353 -3.16703 0.51605 -0.12 0.07 0.06
C -0.26562 -4.40863 -0.01909 -0.16 -0.16 0.04
C -1.25321 -7.24210 -1.07139 0.08 0.29 0.07
C -0.72140 -7.89413 0.03071 0.05 -0.03 0.01
C -1.59501 -8.55065 0.88895 -0.18 -0.03 -0.08
N -2.91383 -8.60705 0.69793 0.09 0.07 -0.13
C -3.40271 -8.01202 -0.39303 0.12 -0.10 0.14
C -2.61861 -7.31989 -1.30508 -0.05 -0.01 0.04
H -1.41133 -3.77081 -3.13135 -0.06 -0.01 0.07
H -1.93605 -1.63289 -1.99469 0.09 0.10 -0.06
H -0.27820 -2.94189 1.53920 0.09 0.06 0.02
H 0.21825 -5.15965 0.59016 -0.15 0.12 -0.09
H 0.34581 -7.88067 0.22183 -0.08 0.05 0.02
H -1.21955 -9.04390 1.77977 0.00 0.00 -0.05
H -4.47612 -8.08471 -0.53609 0.04 0.00 0.00
H -3.06055 -6.83645 -2.16770 0.01 -0.01 0.06
```
Positions in Å, forces in eV/Å.

## Properties
maximum force	0.057	Eh/bohr
relative energy (zero: lowest compared OMol25 entry of this formula, charge and spin)	277.7	kJ/mol
HOMO-LUMO gap (alpha / beta)	5.702 / 5.714	eV
total charge	0
LUMO energy (alpha / beta)	-1.499 / -1.488	eV


Below is a molecular structure, C37H40F6N5O at a distorted geometry, with properties calculated with wB97M-V/def2-TZVPD.

XYZ file:
```
89
Properties=species:S:1:pos:R:3:forces:R:3
O 2.15540 -0.96453 2.44745 -0.40 -1.19 0.57
C 2.00574 -2.03729 3.02877 0.66 0.25 -0.15
N 0.76869 -2.55856 3.36022 -0.50 0.69 0.28
C -0.41974 -1.66855 3.22387 0.43 0.02 0.31
C -0.97390 -1.88814 1.82052 -0.23 -0.01 -1.21
C -1.57234 -3.29654 1.68477 0.44 -0.27 -0.28
C -2.80623 -3.19906 0.78772 0.10 -0.27 -0.62
C -3.17589 -1.72354 0.64690 -0.24 -0.12 0.32
N -2.04399 -0.92960 1.25572 0.00 0.25 0.54
N 3.05290 -2.88181 3.41428 -0.48 0.66 -0.17
C 4.39890 -2.66298 3.07116 0.90 -0.22 -0.42
C 5.26928 -3.77075 3.00512 -0.64 0.38 0.01
C 6.57263 -3.60111 2.56991 0.32 0.16 0.00
C 7.49108 -4.79182 2.44215 0.67 -0.68 -0.20
F 8.74688 -4.50732 2.90772 -1.16 -0.33 -0.46
F 7.03481 -5.88000 3.13009 0.40 0.91 -0.63
F 7.62943 -5.16967 1.12547 -0.11 0.31 1.32
C 7.07026 -2.34722 2.21093 -0.92 0.11 0.29
C 6.21239 -1.24818 2.32550 0.48 -0.53 0.02
C 6.72416 0.11304 1.93793 0.21 0.95 -0.39
F 5.98819 1.12900 2.49226 0.72 -0.95 -0.56
F 8.02280 0.29980 2.30612 -1.14 -0.13 -0.37
F 6.66588 0.28539 0.56713 0.08 -0.07 1.29
C 4.90319 -1.39375 2.75093 -0.66 0.21 0.12
H 0.77893 -3.18906 4.15837 -0.24 0.27 -0.34
H -1.11955 -1.97750 4.01383 0.00 0.17 -0.37
H -0.14414 -0.61840 3.38362 0.13 -0.23 0.04
H -0.13958 -1.75410 1.11921 -0.09 -0.15 0.22
H -0.79234 -3.87219 1.17756 -0.30 -0.33 0.29
H -1.78928 -3.79186 2.64619 0.13 0.45 -0.26
H -2.52782 -3.56664 -0.20874 -0.27 -0.08 0.25
H -3.64987 -3.79970 1.15315 0.29 0.20 -0.14
H -3.36878 -1.45766 -0.40537 0.29 0.20 0.58
H -4.06453 -1.46001 1.23787 0.14 -0.16 -0.42
H -2.47070 -0.46409 2.06603 0.27 -0.11 -0.43
H 2.80553 -3.80777 3.74053 0.15 0.22 -0.15
H 4.89793 -4.76232 3.26935 0.18 0.23 -0.09
H 8.07991 -2.22536 1.87063 0.30 0.00 -0.07
H 4.25062 -0.51820 2.80655 0.38 -0.46 0.01
C 2.15834 2.37401 -4.44661 -0.23 -0.40 -0.09
C 3.40734 2.45627 -3.58233 -0.03 0.33 0.30
N 3.11615 1.93280 -2.27067 0.47 0.06 -0.29
C 4.15318 1.54576 -1.34519 0.57 -0.10 0.33
C 3.36882 1.08753 -0.08545 1.19 -0.15 0.58
C 1.94457 1.27861 -0.43702 -1.46 -0.20 0.00
C 0.77182 0.90167 0.20990 0.70 0.35 -0.75
C -0.48334 1.08445 -0.43071 0.29 -0.06 0.44
C -1.70938 0.66707 0.39187 -0.09 2.81 0.00
C -3.02683 1.07543 -0.20292 0.17 -0.51 0.23
C -4.06815 1.49435 0.66871 -0.51 0.42 -0.43
C -5.30421 1.84666 0.13983 1.00 -0.56 -0.18
C -5.47973 1.82950 -1.24941 0.23 -0.39 -0.31
N -6.75033 2.12487 -1.60002 0.04 0.32 -0.21
C -7.24307 2.09563 -2.95002 -0.06 -0.30 -0.05
C -6.09736 2.33453 -3.92415 0.29 0.26 -0.01
C -4.82834 1.51698 -3.60644 0.01 -0.39 -0.68
C -4.47471 1.47709 -2.15524 0.24 -0.27 1.02
C -3.26766 1.02553 -1.60022 -0.39 0.52 -0.08
C -7.60270 2.28214 -0.45020 -0.33 0.03 0.17
C -6.62656 2.18639 0.74300 -0.57 0.37 0.87
C -0.47756 1.89919 -1.62615 0.10 -0.40 -0.36
C 0.69462 2.16725 -2.36576 -0.05 -0.45 1.49
C 1.89036 1.82182 -1.72692 -0.45 -0.51 -0.23
C 0.85546 2.79339 -3.71730 -0.16 0.78 -0.54
H 2.31985 3.00181 -5.32779 -0.22 -0.10 0.08
H 2.05206 1.33998 -4.79898 -0.02 0.15 0.05
H 4.22931 1.87011 -4.01715 -0.21 0.11 0.02
H 3.76794 3.49796 -3.50230 -0.10 -0.20 -0.03
H 4.78523 0.74037 -1.76113 -0.25 0.24 0.08
H 4.82801 2.39410 -1.12940 -0.24 -0.24 -0.03
H 3.58374 0.04028 0.14765 -0.01 0.13 0.07
H 3.68005 1.68829 0.77622 -0.11 -0.18 -0.01
H 0.86165 0.53160 1.22839 -0.20 -0.31 -0.23
H -1.55514 1.14136 1.38213 -0.28 -0.26 -0.55
H -3.90042 1.62416 1.74486 0.06 -0.29 -0.32
H -7.73089 1.12880 -3.16396 0.06 0.13 0.06
H -8.00908 2.87279 -3.05082 0.09 -0.09 -0.09
H -6.44246 2.08923 -4.93119 0.10 0.10 0.06
H -5.84255 3.40078 -3.91308 -0.05 -0.12 0.01
H -4.98062 0.48796 -3.96773 0.10 0.18 0.04
H -3.98711 1.93004 -4.17644 -0.15 -0.13 -0.01
H -2.47760 0.73671 -2.30040 -0.36 -0.21 0.45
H -8.13250 3.24073 -0.49385 0.07 -0.08 0.08
H -8.36960 1.49493 -0.41995 0.11 0.05 0.01
H -6.96575 1.41689 1.44289 0.12 0.16 0.02
H -6.60174 3.13979 1.28148 0.05 -0.16 0.04
H -1.37897 2.41805 -1.97470 0.25 -0.70 0.08
H 0.87509 3.89171 -3.64001 -0.14 -0.17 0.10
H 0.00390 2.54066 -4.35678 0.08 0.09 0.05
```
Positions in Å, forces in eV/Å.

## Properties
maximum force	0.055	Eh/bohr
relative energy (zero: lowest compared OMol25 entry of this formula, charge and spin)	28.7	kJ/mol
HOMO-LUMO gap	6.920	eV
total charge	+1
LUMO energy	-2.318	eV


Below is a molecular structure, C37H40N8O2RbS3 at a distorted geometry, with properties calculated with wB97M-V/def2-TZVPD.

XYZ file:
```
91
Properties=species:S:1:pos:R:3:forces:R:3
Rb 1.20490 0.02305 0.29504 0.44 0.12 0.10
C -1.56740 5.07015 -5.44736 0.07 -0.01 -0.01
C -1.27210 4.22255 -4.24906 -0.32 0.38 0.26
C -1.69420 4.55485 -2.99896 0.00 -0.09 -0.30
C -1.49040 3.71645 -1.86146 0.24 -0.36 -0.08
C -2.05630 4.17045 -0.67866 -0.07 -0.03 0.30
N -2.33530 3.58445 0.48594 0.06 0.50 -0.28
C -2.51050 2.18335 0.78774 -0.13 -0.61 -0.08
C -3.86790 1.67705 0.27364 0.10 -0.10 0.21
C -4.30460 0.37505 0.94674 -0.39 0.46 0.05
N -3.41550 -0.71255 0.65444 0.34 -0.34 -0.11
C -3.77750 -1.92915 0.32054 0.08 0.27 0.10
C -2.85430 -2.93665 0.04294 0.62 -0.08 -0.01
C -3.29820 -4.22955 -0.34376 0.23 -0.04 -0.07
C -2.42250 -5.22155 -0.67046 -0.35 0.00 0.06
C -2.86250 -6.57545 -1.13386 0.03 0.01 -0.02
C -1.03630 -4.94235 -0.60826 -0.07 0.40 0.20
C -0.54950 -3.71955 -0.24976 -0.15 0.01 -0.15
C 0.90390 -3.43535 -0.31436 -0.10 -0.22 0.20
N 1.48610 -2.87605 -1.27906 0.56 0.16 0.10
C 0.72400 -2.49075 -2.44126 -0.24 0.08 -0.56
C 1.63290 -1.86295 -3.49396 -0.06 0.09 0.31
C 2.26600 -0.54795 -3.02856 0.12 -0.34 -0.60
N 1.26830 0.42515 -2.67266 -0.15 0.09 0.23
C 0.81020 1.18855 -3.57046 0.33 -0.33 -0.20
C -0.14470 2.25435 -3.33656 -0.31 0.24 -0.11
C -0.49690 3.05235 -4.39516 0.08 -0.26 0.60
C -0.64670 2.52435 -1.98936 -0.16 0.44 -0.06
O -0.31530 1.84925 -1.00756 -0.19 0.05 0.16
C -1.43470 -2.64215 0.11104 -0.59 -0.58 -0.05
O -0.99100 -1.51575 0.46794 0.03 0.28 0.05
H -2.18320 5.92385 -5.18016 -0.05 0.09 -0.02
H -2.08970 4.49345 -6.20856 -0.07 0.00 -0.09
H -0.64280 5.43595 -5.89046 0.05 0.09 -0.10
H -2.25800 5.46755 -2.85776 -0.08 0.11 -0.01
H -2.35010 5.21765 -0.69686 -0.04 -0.03 0.08
H -2.72160 4.20355 1.18344 0.07 0.01 -0.08
H -2.45780 2.07275 1.87314 0.01 0.08 -0.01
H -1.69460 1.62065 0.32954 -0.04 0.12 0.11
H -3.81840 1.53025 -0.80526 -0.04 0.06 -0.09
H -4.63080 2.43155 0.48004 -0.04 -0.03 -0.03
H -5.30870 0.10955 0.60224 0.08 -0.01 0.11
H -4.34620 0.52615 2.03324 -0.05 -0.01 -0.09
H -2.38210 -0.60755 0.70924 -0.13 -0.10 -0.03
H -4.84330 -2.13615 0.26064 -0.01 0.03 -0.03
H -4.36380 -4.40515 -0.38736 -0.15 -0.09 -0.03
H -3.94020 -6.68915 -1.05786 -0.07 -0.05 -0.02
H -2.38650 -7.35845 -0.54616 -0.02 -0.11 0.03
H -2.56770 -6.72085 -2.17336 -0.06 -0.11 -0.06
H -0.33970 -5.73065 -0.86156 0.10 -0.08 -0.08
H 1.51760 -3.76315 0.51814 0.19 0.04 0.21
H -0.06430 -1.77565 -2.17146 -0.03 -0.12 -0.03
H 0.24900 -3.38255 -2.87246 -0.08 0.17 0.07
H 1.05360 -1.68135 -4.40216 0.02 0.00 -0.04
H 2.43680 -2.55895 -3.73286 0.02 -0.09 -0.07
H 2.91740 -0.18145 -3.83716 0.06 -0.02 0.20
H 2.86500 -0.75065 -2.13646 0.17 0.02 -0.14
H 1.16050 1.11865 -4.61526 0.05 -0.03 0.09
H -0.14200 2.81035 -5.38856 0.18 -0.11 -0.07
N 4.22260 -2.97055 3.21004 -0.17 0.18 0.21
C 4.73400 -3.53635 2.07134 -0.01 0.19 -0.81
C 5.58430 -4.60765 1.84954 0.08 -0.10 0.10
C 5.94690 -4.85445 0.54164 0.00 -0.07 0.08
C 5.46410 -4.07185 -0.51406 0.07 -0.03 -0.15
C 4.59690 -3.02345 -0.30416 0.05 0.03 0.02
C 4.23400 -2.74325 1.00944 0.46 -0.74 0.44
N 3.44810 -1.74585 1.51674 -0.50 0.60 0.21
C 3.46680 -1.89735 2.81544 0.27 -0.35 -0.50
C 2.85050 -0.98545 3.74814 0.13 0.25 1.28
C 3.14430 -0.89175 5.08604 -0.23 0.15 -0.25
S 2.28830 0.40525 5.80464 -0.10 -0.17 -0.58
C 1.58210 0.72765 4.25564 0.09 0.14 0.80
N 1.95600 -0.05435 3.31154 -0.16 -0.07 -0.83
H 4.36910 -3.29225 4.15154 -0.04 0.04 -0.06
H 5.95990 -5.21085 2.66204 0.06 -0.08 0.06
H 6.62060 -5.67195 0.32834 0.03 -0.03 -0.02
H 5.79910 -4.29305 -1.51686 -0.04 -0.05 -0.08
H 4.20690 -2.43485 -1.11906 -0.01 0.03 -0.04
H 3.81890 -1.48045 5.67424 0.19 -0.14 0.07
H 0.88590 1.53165 4.11674 -0.14 0.23 0.01
S 1.06520 3.89655 1.57334 0.13 -0.38 -0.15
C 0.10530 4.58675 2.69204 -0.14 0.07 0.06
N -0.09950 5.91105 2.82894 -0.02 0.01 -0.05
C -0.67120 6.37695 4.07174 -0.02 0.21 0.32
C -1.55840 5.24695 4.58404 -0.17 -0.34 -0.07
S -0.85640 3.70635 3.89074 0.20 0.39 -0.12
H 0.49110 6.52905 2.29234 0.04 -0.10 -0.05
H -1.25350 7.28235 3.88964 0.04 -0.05 0.11
H 0.12150 6.60825 4.79564 -0.12 -0.03 -0.08
H -2.58550 5.33645 4.23194 0.03 0.08 0.04
H -1.55840 5.16695 5.66704 -0.02 0.12 0.02
```
Positions in Å, forces in eV/Å.

## Properties
maximum force	0.026	Eh/bohr
relative energy (zero: lowest compared OMol25 entry of this formula, charge and spin)	47.7	kJ/mol
HOMO-LUMO gap	7.285	eV
total charge	+1
LUMO energy	-2.374	eV